1.
Formula: C9H38B2GaN14O14
Source: the OMol25 dataset
Level of theory: ωB97M-V with the def2-TZVPD basis set

Last column: Löwdin charge in e.
Geometry (Å):
C  -0.343  -2.748  -3.571  -0.1249
O  0.769  -2.127  -2.946  -0.2672
C  1.223  -2.809  -1.779  -0.2661
Ga  2.903  -2.042  -0.984  0.5106
O  2.931  -0.151  -0.968  0.0333
B  2.570  0.530  0.098  -0.9494
O  1.752  1.662  -0.037  0.1128
O  3.011  0.253  1.413  0.1072
O  2.898  -2.698  0.824  0.0339
B  2.478  -3.893  1.141  -0.9751
O  3.346  -4.997  1.399  0.0930
O  1.101  -4.180  1.242  0.1091
H  -0.244  -2.678  -4.650  0.0535
H  -1.283  -2.275  -3.269  0.0820
H  -0.377  -3.805  -3.296  0.0473
H  1.469  -3.848  -2.042  0.0530
H  0.409  -2.855  -1.044  0.0681
H  4.231  -2.553  -1.712  -0.0259
H  1.813  2.212  0.753  0.0495
H  2.403  -0.317  1.888  0.0814
H  3.617  -5.049  2.316  0.0708
H  0.915  -4.794  1.956  0.0839
C  1.343  5.285  -1.600  -0.6986
O  0.943  6.243  -2.258  -0.0265
N  2.083  5.435  -0.461  0.1499
N  1.095  3.990  -1.919  0.1738
H  2.376  4.659  0.103  0.0654
H  2.255  6.369  -0.143  0.0941
H  0.607  3.792  -2.770  0.1021
H  1.366  3.239  -1.300  0.0655
C  1.310  4.241  3.141  -0.6440
O  1.157  4.010  1.944  -0.0016
N  0.285  4.236  4.019  0.1825
N  2.545  4.534  3.662  0.1564
H  0.356  4.441  5.000  0.0617
H  -0.632  4.031  3.667  0.1033
H  3.328  4.529  3.037  0.0993
H  2.694  4.720  4.635  0.0890
C  0.039  -6.865  -2.179  -0.6679
O  -0.591  -5.993  -2.758  0.0044
N  0.677  -6.643  -1.002  0.1844
N  0.158  -8.133  -2.699  0.1419
H  1.223  -7.349  -0.544  0.0996
H  0.700  -5.707  -0.614  0.0888
H  -0.297  -8.313  -3.572  0.0934
H  0.683  -8.862  -2.255  0.0840
C  -2.337  6.516  1.978  -0.6838
O  -2.310  6.487  3.199  0.0033
N  -3.133  7.411  1.299  0.1354
N  -1.601  5.691  1.188  0.1784
H  -3.168  7.465  0.300  0.0873
H  -3.689  8.036  1.849  0.0907
H  -0.963  5.041  1.618  0.0675
H  -1.614  5.729  0.185  0.0996
C  -1.443  -2.388  -7.789  -0.6757
O  -1.687  -2.621  -6.626  0.0419
N  -2.067  -1.384  -8.490  0.1398
N  -0.512  -3.105  -8.501  0.1435
H  -1.866  -1.168  -9.447  0.0829
H  -2.736  -0.832  -7.989  0.0983
H  -0.025  -3.828  -8.005  0.1025
H  -0.281  -2.920  -9.457  0.0837
C  -3.340  -4.756  0.252  -0.6815
O  -2.741  -4.651  1.307  0.0200
N  -2.788  -5.258  -0.885  0.1719
N  -4.662  -4.376  0.139  0.1299
H  -3.293  -5.345  -1.746  0.0934
H  -1.812  -5.497  -0.896  0.0673
H  -5.096  -3.988  0.954  0.0894
H  -5.178  -4.429  -0.718  0.0800
C  -0.655  4.583  7.830  -0.6667
O  -0.901  4.336  6.663  0.0238
N  -0.290  3.612  8.721  0.1513
N  -0.732  5.854  8.329  0.1515
H  -0.088  3.792  9.685  0.0898
H  -0.232  2.673  8.373  0.1058
H  -1.011  6.575  7.689  0.1074
H  -0.541  6.088  9.284  0.0894

Summary:
Total charge ... -1
Total energy ... -4160.82740 Eh
Gap between HOMO and LUMO ... 6.554 eV
HOMO level ... -4.82 eV


2.
Formula: C5H9NO
Source: the OMol25 dataset
Level of theory: ωB97M-V with the def2-TZVPD basis set

Last column: natural (NBO) charge in e.
Geometry (Å):
C  -2.015  -1.644  1.222  -0.6261
C  -1.566  -0.450  0.414  -0.0894
C  -0.517  -0.432  -0.528  -0.3086
C  -0.539  0.774  -1.176  -0.0750
N  -1.585  1.473  -0.645  -0.4945
C  -2.210  0.761  0.324  -0.0968
H  -2.232  -1.296  2.242  0.2170
H  -2.982  -1.963  0.837  0.2114
H  -1.328  -2.474  1.101  0.2197
H  0.058  -1.284  -0.875  0.2169
H  0.117  1.273  -1.883  0.2100
H  -1.753  2.442  -0.847  0.4054
H  -3.123  1.015  0.863  0.2100
O  6.269  0.481  -0.088  -0.9315
H  6.375  0.272  -1.038  0.4662
H  7.030  1.051  0.077  0.4654

Summary:
Energy above the lowest of the compared OMol25 structures with the same formula, charge and spin ... 1.168 eV
Total energy ... -325.89463 Eh
Gap between HOMO and LUMO ... 9.012 eV
HOMO level ... -8.00 eV
Structure (SMILES) ... Cc1cc[nH]c1.O


3.
Formula: C3H4O2S
Source: the OMol25 dataset
Level of theory: ωB97M-V with the def2-TZVPD basis set

Last column: natural (NBO) charge in e.
Geometry (Å):
C  1.306  0.356  -0.174  0.7425
C  0.607  -0.942  -0.021  -0.5151
C  -0.737  0.536  0.730  0.0367
O  2.429  0.736  -0.411  -0.5356
O  0.228  1.234  0.017  -0.5483
S  -2.330  0.357  -0.066  0.0263
H  -0.090  -1.104  -0.889  0.2245
H  1.143  -1.787  0.389  0.2270
H  -0.688  0.736  1.742  0.1992
H  -1.867  -0.122  -1.316  0.1427

Summary:
Energy above the lowest of the compared OMol25 structures with the same formula, charge and spin ... 2.961 eV
Total energy ... -665.27682 Eh
Gap between HOMO and LUMO (spin up / spin down) ... 9.019 / 9.020 eV
HOMO level (spin up / spin down) ... -9.26 / -9.26 eV


4.
Formula: C9H17NOS
Source: the OMol25 dataset
Level of theory: ωB97M-V with the def2-TZVPD basis set

Last column: natural (NBO) charge in e.
Geometry (Å):
C  -3.146  0.966  -1.059  -0.8796
C  1.175  1.604  0.518  -0.4233
C  0.638  0.761  1.716  -0.4004
C  0.646  1.242  -0.823  -0.4015
C  1.941  -1.017  0.930  -0.4375
C  2.113  -0.891  -0.619  -0.4007
C  0.542  -0.736  1.323  -0.1390
C  0.707  -0.324  -0.981  -0.1066
C  -3.053  -1.626  -0.023  -0.8321
N  -0.118  -0.990  -0.014  -0.4059
O  -2.519  0.531  1.407  -0.9484
S  -2.366  0.045  0.077  1.6135
H  -2.927  2.054  -0.956  0.2319
H  -2.845  0.557  -2.128  0.2168
H  0.871  2.590  0.805  0.2201
H  2.175  1.514  0.660  0.2018
H  1.279  0.812  2.555  0.2079
H  -0.361  1.100  2.029  0.2316
H  -0.350  1.450  -1.036  0.2107
H  1.356  1.686  -1.640  0.2065
H  2.339  -2.063  1.088  0.2149
H  2.771  -0.442  1.309  0.2112
H  2.847  -0.088  -0.870  0.2035
H  2.313  -1.859  -1.072  0.2148
H  0.145  -1.641  1.889  0.2302
H  0.446  -0.662  -1.949  0.1967
H  -3.213  -1.948  -1.023  0.2402
H  -2.237  -2.144  0.537  0.2699
H  -4.131  -1.483  0.318  0.2528

Summary:
Energy above the lowest of the compared OMol25 structures with the same formula, charge and spin ... 6.405 eV
Total energy ... -881.08222 Eh
Gap between HOMO and LUMO (spin up / spin down) ... 7.647 / 7.824 eV
HOMO level (spin up / spin down) ... -7.66 / -8.31 eV